C4H11NO3 | wB97M-V/def2-TZVPD

Summary:
Relative energy (zero: lowest compared OMol25 entry of this formula, charge and spin) (kJ/mol): 186.2
Frontier orbital gap (eV): 10.508
HOMO energy (eV): -9.96
LUMO (eV): 0.5
SMILES: N[C@H](C=O)CCO.O

ORCA input file:
```
! RIJCOSX wB97M-V def2-TZVPD def2/J DEFGRID3
* xyz 0 1
N 0.557 -0.071 1.170
C -0.448 -0.252 0.110
C -0.852 -1.705 -0.059
O -0.514 -2.610 0.644
C -0.040 0.288 -1.275
C 0.170 1.808 -1.303
O 1.422 2.158 -1.901
H 0.521 0.904 1.434
H 1.456 -0.265 0.745
H -1.347 0.295 0.381
H -1.531 -1.846 -0.923
H -0.832 -0.012 -1.963
H 0.889 -0.171 -1.623
H 0.248 2.194 -0.301
H -0.612 2.288 -1.873
H 1.419 2.230 -2.862
O -0.167 -1.703 3.586
H 0.385 -1.232 2.938
H -0.722 -2.298 3.076
*
```

natural (NBO) charges in e:
1 N -0.825
2 C -0.162
3 C 0.448
4 O -0.506
5 C -0.445
6 C -0.059
7 O -0.735
8 H 0.367
9 H 0.365
10 H 0.213
11 H 0.099
12 H 0.206
13 H 0.221
14 H 0.173
15 H 0.174
16 H 0.475
17 O -0.972
18 H 0.491
19 H 0.470

***

C2H3NOS3 | wB97M-V/def2-TZVPD

Summary:
Relative energy (zero: lowest compared OMol25 entry of this formula, charge and spin) (kJ/mol): 200.5
Frontier orbital gap (eV): 8.690
HOMO energy (eV): -8.68
LUMO (eV): 0.0

ORCA input file:
```
! RIJCOSX wB97M-V def2-TZVPD def2/J DEFGRID3
* xyz 0 1
C 1.610 0.787 -0.013
C -0.896 -0.943 0.341
N 2.604 0.145 0.055
O 0.684 1.455 -0.218
S -2.330 -0.544 -0.422
S -2.554 1.432 0.288
S -0.389 -2.592 0.061
H -3.220 2.114 -0.707
H 3.625 0.467 0.118
H 0.865 -2.322 0.497
*
```

natural (NBO) charges in e:
1 C 0.870
2 C -0.532
3 N -0.811
4 O -0.499
5 S 0.283
6 S -0.141
7 S 0.091
8 H 0.148
9 H 0.444
10 H 0.148

***

C3H4MgO2 | wB97M-V/def2-TZVPD

Summary:
Relative energy (zero: lowest compared OMol25 entry of this formula, charge and spin) (kJ/mol): 269.5
Frontier orbital gap (alpha / beta) (eV): 3.825 / 5.161
HOMO energy (alpha / beta) (eV): -15.95 / -17.41
LUMO (alpha / beta) (eV): -12.1 / -12.2

ORCA input file:
```
! RIJCOSX wB97M-V def2-TZVPD def2/J DEFGRID3
* xyz 2 1
C -0.913 0.352 0.885
C -0.876 0.405 -0.554
H -0.586 1.311 -1.098
H -1.631 -0.288 -0.965
C 0.345 -0.733 -0.156
O 1.450 -0.602 -0.687
Mg 2.997 -1.573 -1.285
H 0.014 -1.743 0.142
O -0.163 1.238 1.486
H -0.637 1.633 2.232
*
```

natural (NBO) charges in e:
1 C 0.547
2 C -0.532
3 H 0.288
4 H 0.297
5 C 0.307
6 O -0.922
7 Mg 1.901
8 H 0.200
9 O -0.641
10 H 0.556

***

C2H5O2P | wB97M-V/def2-TZVPD

Summary:
Relative energy (zero: lowest compared OMol25 entry of this formula, charge and spin) (kJ/mol): 302.9
Frontier orbital gap (eV): 8.597
HOMO energy (eV): -9.01
LUMO (eV): -0.4

ORCA input file:
```
! RIJCOSX wB97M-V def2-TZVPD def2/J DEFGRID3
* xyz 0 1
C 0.960 -0.375 0.540
C 1.496 0.513 -0.462
O -1.205 -1.545 0.537
O -1.307 0.805 -0.622
P -0.835 0.044 0.557
H 2.488 0.748 -0.741
H 0.811 1.380 -0.731
H 0.864 -0.189 -1.091
H -2.080 -1.634 0.154
H -1.193 0.253 1.859
*
```

natural (NBO) charges in e:
1 C -0.230
2 C -0.719
3 O -0.971
4 O -1.072
5 P 1.796
6 H 0.233
7 H 0.238
8 H 0.326
9 H 0.494
10 H -0.094